Entry 1:
{
  "formula": "C20H26N4O3S2",
  "method": "the ωB97M-V functional and the def2-TZVPD basis",
  "species": ["O", "C", "N", "C", "N", "C", "C", "S", "H", "H", "H", "C", "C", "C", "O", "N", "C", "H", "H", "C", "O", "N", "H", "C", "C", "C", "C", "C", "C", "H", "H", "H", "H", "H", "H", "H", "H", "H", "H", "H", "C", "C", "C", "C", "C", "S", "H", "H", "H", "H", "H", "H", "H", "H", "H"],
  "coordinates": [[4.461921, -1.009171, 0.289602], [3.380017, -1.408297, 0.656142], [2.872516, -2.560996, 0.104133], [1.667551, -3.161804, 0.305446], [0.840536, -2.938973, 1.266820], [-0.249549, -3.742396, 1.185877], [-0.270171, -4.603342, 0.140801], [1.151548, -4.417412, -0.820165], [-1.013687, -5.327799, -0.119864], [-1.009408, -3.652520, 1.940231], [3.410887, -2.900736, -0.685243], [2.538328, -0.730881, 1.710377], [3.121118, 0.631159, 2.112527], [2.244427, 1.823148, 1.789805], [1.740289, 2.492811, 2.675994], [2.065365, 2.175983, 0.488436], [2.477531, 1.394775, -0.649727], [3.450717, 0.929955, -0.475659], [2.591530, 2.056643, -1.513992], [1.504680, 0.278916, -1.071458], [1.880769, -0.663085, -1.740419], [0.247853, 0.433499, -0.632334], [-0.004440, 1.282012, -0.142361], [-0.845745, -0.459030, -0.958501], [-1.684053, 0.112258, -2.104999], [-2.851454, -0.816276, -2.422645], [-3.718874, -1.023612, -1.185215], [-2.884131, -1.596471, -0.044278], [-1.715443, -0.670845, 0.278506], [-1.111312, -1.091019, 1.084396], [-2.099522, 0.297443, 0.610367], [-3.504564, -1.726968, 0.844294], [-2.499176, -2.577466, -0.331817], [-4.543773, -1.699448, -1.418156], [-4.145361, -0.066451, -0.876414], [-3.448883, -0.392498, -3.232019], [-2.464328, -1.779964, -2.760600], [-1.051073, 0.239769, -2.985180], [-2.063512, 1.093775, -1.809839], [-0.395411, -1.405758, -1.275796], [1.365405, 3.439620, 0.266288], [-0.119919, 3.334120, 0.396847], [-1.066182, 3.570622, -0.557760], [-2.383026, 3.389864, -0.081151], [-2.410217, 3.018325, 1.224442], [-0.837089, 2.891506, 1.912139], [-3.269509, 2.813743, 1.831993], [-3.260591, 3.532144, -0.686361], [-0.830158, 3.864275, -1.565555], [1.735276, 4.142447, 1.022544], [1.620652, 3.814024, -0.727063], [4.093964, 0.751994, 1.627665], [3.276086, 0.667504, 3.191112], [1.513879, -0.646308, 1.348276], [2.497716, -1.402808, 2.569507]],
  "atomic_forces_ev_per_a": [[0.17, 0.02, -0.05], [-0.11, -0.06, 0.18], [0.68, -0.31, -0.34], [-0.59, -0.77, -0.47], [0.53, 0.55, 0.37], [-0.30, -0.55, -0.47], [0.07, 0.05, 0.06], [-0.03, 0.47, 0.49], [-0.19, -0.16, -0.02], [-0.21, -0.05, 0.09], [-0.03, 0.21, 0.18], [0.22, 0.39, 0.03], [0.10, -0.04, 0.06], [0.40, -0.32, 0.12], [0.04, 0.17, 0.25], [-0.07, 0.40, -0.30], [0.21, -0.39, -0.18], [-0.12, 0.02, -0.07], [0.03, -0.07, 0.10], [-0.08, 0.49, 0.24], [0.23, -0.23, -0.42], [-0.25, 0.10, 0.12], [0.11, -0.15, -0.04], [-0.09, 0.06, -0.03], [0.11, -0.37, -0.09], [-0.13, 0.29, 0.09], [0.09, -0.31, -0.09], [-0.12, 0.29, 0.05], [0.08, -0.33, -0.13], [0.06, 0.09, 0.04], [0.01, 0.08, 0.04], [0.00, -0.09, 0.04], [0.00, -0.08, 0.02], [-0.08, 0.05, 0.01], [-0.08, 0.06, 0.01], [0.01, -0.07, -0.07], [0.00, -0.08, -0.08], [0.05, 0.08, 0.00], [0.02, 0.07, 0.01], [-0.06, 0.02, 0.05], [0.08, 0.23, 0.30], [-0.09, 0.21, 0.26], [0.32, -0.01, 0.22], [-0.24, -0.03, 0.10], [0.29, 0.00, 0.18], [-0.52, 0.18, -0.49], [-0.23, -0.05, 0.10], [-0.18, 0.01, -0.07], [0.12, 0.04, -0.19], [-0.02, -0.04, -0.24], [-0.02, -0.06, 0.07], [-0.04, 0.01, 0.06], [-0.04, 0.07, -0.13], [0.01, -0.10, 0.11], [-0.11, 0.03, -0.07]],
  "nbo_charge": [-0.60, 0.72, -0.62, 0.27, -0.51, -0.04, -0.46, 0.37, 0.24, 0.22, 0.42, -0.52, -0.52, 0.71, -0.64, -0.45, -0.33, 0.26, 0.23, 0.68, -0.65, -0.64, 0.42, -0.05, -0.40, -0.40, -0.40, -0.40, -0.41, 0.22, 0.20, 0.21, 0.20, 0.21, 0.19, 0.21, 0.20, 0.21, 0.20, 0.22, -0.25, -0.24, -0.26, -0.27, -0.42, 0.50, 0.24, 0.23, 0.22, 0.24, 0.21, 0.25, 0.24, 0.26, 0.26],
  "homo_ev": -8.64,
  "gap_ev": 9.26,
  "smiles": "O=C(CCC(=O)N(CC(=O)NC1CCCCC1)Cc1cccs1)Nc1nccs1"
}

=====

Entry 2:
{
  "formula": "C20H26N4O4",
  "method": "the ωB97M-V functional and the def2-TZVPD basis",
  "species": ["C", "H", "O", "C", "C", "C", "C", "C", "N", "C", "N", "N", "C", "O", "C", "H", "H", "C", "O", "N", "H", "C", "C", "H", "H", "C", "O", "C", "C", "H", "H", "H", "C", "H", "H", "H", "H", "H", "H", "H", "H", "C", "H", "H", "H", "C", "C", "C", "H", "H", "H", "H", "H", "H"],
  "coordinates": [[4.771634, -3.767874, -3.710787], [4.334039, -2.937014, -4.273618], [5.221500, -3.352204, -2.444445], [4.309728, -2.842042, -1.571155], [2.961369, -2.700105, -1.824395], [2.151744, -2.156412, -0.823307], [0.762059, -1.889210, -0.787349], [0.493155, -1.352098, 0.442305], [1.667585, -1.265731, 1.195120], [1.597820, -0.750471, 2.471519], [0.489454, -0.356144, 2.972089], [-0.663093, -0.413228, 2.275368], [-0.761523, -0.888126, 0.994265], [-1.830971, -0.898746, 0.393473], [-1.831338, 0.059917, 2.989572], [-2.671389, -0.598241, 2.749340], [-1.602541, 0.021395, 4.054592], [-2.216564, 1.509210, 2.626404], [-2.244486, 2.394062, 3.455233], [-2.518605, 1.656984, 1.330723], [-2.488812, 0.843985, 0.723715], [-2.933964, 2.910404, 0.747272], [-4.247170, 2.758989, -0.020902], [-4.976620, 2.227118, 0.592032], [-4.637291, 3.753450, -0.236085], [-4.039484, 1.984286, -1.330236], [-3.082563, 2.586803, -2.174887], [-3.570189, 3.314584, -3.287394], [-4.244104, 4.632521, -2.896762], [-5.168529, 4.454003, -2.352787], [-3.573561, 5.219367, -2.273528], [-4.480053, 5.200818, -3.792782], [-2.364277, 3.570827, -4.186988], [-1.878465, 2.629351, -4.427029], [-1.650180, 4.204446, -3.668210], [-2.675152, 4.058369, -5.106493], [-4.302384, 2.690505, -3.830139], [-4.997991, 1.869695, -1.852666], [-3.656598, 0.982246, -1.103298], [-3.041811, 3.624026, 1.567240], [-2.164048, 3.267356, 0.054352], [2.813403, -0.637283, 3.324695], [2.518013, -0.207655, 4.277053], [3.255381, -1.617556, 3.494095], [3.550202, 0.010910, 2.853798], [2.697565, -1.758731, 0.423872], [4.061925, -1.908883, 0.665938], [4.842599, -2.444709, -0.328110], [5.902353, -2.576508, -0.179902], [4.519300, -1.620970, 1.596451], [0.043224, -2.064604, -1.561085], [2.512797, -2.990612, -2.760155], [5.654830, -4.131382, -4.233382], [4.039373, -4.577817, -3.630557]],
  "atomic_forces_ev_per_a": [[-0.07, -0.06, -0.20], [0.00, -0.03, 0.03], [0.07, 0.12, 0.33], [-0.19, 0.01, -0.05], [0.34, -0.12, -0.15], [0.21, 0.20, 0.60], [-0.28, 0.25, 0.53], [0.25, -0.31, -0.68], [-0.64, 0.06, -0.16], [-0.19, 0.16, 0.37], [0.65, 0.20, 0.67], [-0.10, -0.33, -0.71], [-0.27, 0.16, 0.43], [0.09, -0.20, -0.20], [-0.36, 0.25, 0.21], [0.09, 0.04, 0.05], [-0.05, 0.01, -0.20], [0.16, -0.58, 0.10], [-0.01, 0.22, 0.34], [-0.16, 0.00, -0.66], [0.07, -0.02, 0.27], [-0.16, 0.32, 0.07], [0.38, -0.06, -0.28], [-0.06, 0.02, 0.05], [-0.07, 0.01, -0.03], [-0.25, 0.03, 0.27], [0.18, 0.07, 0.02], [0.01, 0.25, -0.34], [0.08, -0.43, 0.00], [-0.10, 0.04, 0.07], [0.08, 0.09, 0.07], [-0.06, 0.08, -0.08], [-0.33, -0.22, 0.26], [0.07, -0.07, -0.06], [0.10, 0.11, 0.04], [-0.01, 0.08, -0.11], [0.12, 0.06, 0.09], [0.07, -0.05, 0.00], [-0.13, 0.02, -0.05], [0.06, -0.05, -0.15], [-0.07, 0.09, 0.14], [0.01, -0.04, -0.08], [-0.02, -0.01, -0.03], [0.10, -0.04, 0.01], [0.11, 0.01, -0.01], [0.15, -0.29, -0.66], [0.25, -0.05, -0.01], [-0.02, 0.01, 0.01], [0.13, 0.00, 0.04], [0.04, 0.03, 0.08], [-0.20, 0.00, -0.13], [0.02, -0.05, -0.13], [-0.10, 0.01, -0.01], [0.01, 0.04, 0.00]],
  "nbo_charge": [-0.25, 0.18, -0.49, 0.31, -0.32, 0.02, -0.24, 0.05, -0.34, 0.41, -0.27, -0.24, 0.63, -0.65, -0.31, 0.23, 0.25, 0.67, -0.62, -0.63, 0.43, -0.23, -0.43, 0.21, 0.21, -0.07, -0.55, 0.11, -0.64, 0.21, 0.21, 0.21, -0.61, 0.22, 0.21, 0.21, 0.16, 0.17, 0.18, 0.23, 0.20, -0.65, 0.25, 0.23, 0.23, 0.10, -0.20, -0.24, 0.23, 0.22, 0.24, 0.22, 0.20, 0.18],
  "homo_ev": -8.13,
  "gap_ev": 8.36,
  "smiles": "COc1ccc2c(c1)cc1c(=O)n(CC(=O)NCCCOC(C)C)nc(C)n12"
}

=====

Entry 3:
{
  "formula": "C20H26N4O5S",
  "method": "the ωB97M-V functional and the def2-TZVPD basis",
  "species": ["C", "H", "O", "C", "C", "C", "C", "C", "C", "O", "C", "H", "H", "H", "H", "C", "O", "N", "H", "C", "C", "N", "N", "C", "O", "S", "C", "C", "O", "N", "C", "H", "C", "H", "H", "C", "C", "C", "C", "H", "H", "H", "H", "H", "H", "H", "H", "H", "H", "H", "H", "H", "H", "H", "H", "H"],
  "coordinates": [[-8.235071, -0.805319, 0.946344], [-8.221490, -0.300596, 1.917841], [-6.959644, -1.279384, 0.591257], [-5.951552, -0.381267, 0.449757], [-6.071711, 0.989727, 0.609076], [-4.972968, 1.818450, 0.443485], [-3.744395, 1.289171, 0.089760], [-3.607170, -0.093622, -0.062115], [-4.688891, -0.933182, 0.123314], [-4.653069, -2.288429, 0.017248], [-3.419206, -2.907389, -0.254158], [-3.024730, -2.613339, -1.232828], [-2.675506, -2.685776, 0.517900], [-3.623916, -3.976591, -0.258584], [-2.636179, -0.511136, -0.279306], [-2.579849, 2.198131, -0.071950], [-2.390952, 3.184089, 0.610169], [-1.739912, 1.848141, -1.086558], [-1.939127, 1.024900, -1.631552], [-0.458222, 2.473666, -1.269178], [0.637605, 1.469807, -1.196744], [1.909514, 1.667134, -1.152389], [2.509276, 0.457427, -1.130911], [1.557446, -0.424704, -1.155971], [0.335546, 0.141498, -1.209722], [1.721786, -2.135120, -1.150565], [3.486155, -2.144640, -0.719191], [3.638690, -1.446508, 0.639080], [2.667848, -1.286591, 1.353470], [4.869882, -1.040109, 0.987778], [6.083667, -1.232707, 0.233373], [5.861959, -1.812088, -0.660363], [6.764000, 0.092595, -0.159772], [7.517641, 0.355270, 0.585212], [7.290391, -0.073086, -1.101350], [5.799127, 1.271891, -0.311574], [5.508661, 1.973736, 1.016411], [4.541533, 1.211176, 1.916824], [4.973688, -0.229194, 2.190861], [6.003422, -0.271530, 2.548446], [4.312713, -0.664615, 2.945043], [4.444812, 1.735301, 2.869191], [3.557649, 1.184242, 1.447732], [5.070185, 2.950310, 0.804754], [6.449828, 2.141987, 1.547894], [6.258248, 1.998782, -0.984491], [4.859315, 0.950767, -0.762116], [6.776199, -1.828506, 0.842773], [3.787511, -3.190438, -0.669865], [4.010673, -1.623345, -1.517043], [-0.399723, 2.994277, -2.234916], [-0.339796, 3.217594, -0.473633], [-5.066262, 2.883966, 0.581357], [-7.021439, 1.427478, 0.870689], [-8.868407, -1.688748, 1.008710], [-8.637821, -0.124670, 0.188890]],
  "atomic_forces_ev_per_a": [[-0.24, 0.11, 0.06], [0.01, -0.01, -0.05], [0.46, 0.01, -0.10], [0.07, -0.17, -0.02], [-0.16, -0.23, 0.02], [0.40, 0.02, -0.11], [-0.41, -0.01, 0.26], [-0.09, -0.11, -0.01], [-0.18, -0.10, -0.02], [-0.28, 0.30, 0.10], [0.21, -0.09, -0.04], [-0.01, 0.01, 0.04], [-0.02, 0.01, -0.03], [0.06, 0.07, -0.01], [0.09, -0.09, -0.02], [0.00, 0.00, -0.17], [-0.06, 0.17, 0.17], [0.18, -0.21, -0.27], [-0.12, 0.11, 0.08], [-0.15, 0.25, -0.04], [0.63, 0.21, 0.07], [-0.96, 1.32, 0.01], [0.10, -1.47, -0.07], [0.60, 0.43, -0.21], [-0.01, -0.10, 0.05], [0.01, -0.59, -0.16], [-0.60, 0.30, -0.05], [0.06, -0.33, -0.12], [-0.08, 0.07, 0.31], [0.18, 0.06, 0.21], [0.33, -0.03, -0.14], [0.02, 0.00, 0.06], [-0.17, -0.04, -0.09], [0.07, -0.02, -0.01], [0.09, -0.03, 0.03], [0.25, 0.10, 0.07], [-0.28, -0.08, -0.06], [0.26, -0.03, 0.01], [-0.42, 0.17, 0.30], [0.04, -0.05, 0.01], [0.19, 0.02, -0.04], [-0.07, 0.01, 0.05], [-0.07, -0.01, 0.07], [0.05, 0.07, 0.04], [0.06, 0.07, 0.00], [-0.03, -0.01, -0.05], [0.01, 0.03, -0.11], [-0.06, -0.02, -0.14], [0.01, 0.01, -0.06], [0.12, -0.10, 0.09], [-0.01, -0.04, 0.19], [0.03, -0.13, -0.19], [0.00, 0.11, 0.03], [-0.11, -0.01, 0.02], [0.01, 0.10, 0.01], [0.03, -0.02, 0.04]],
  "nbo_charge": [-0.25, 0.18, -0.48, 0.29, -0.30, -0.16, -0.17, -0.24, 0.26, -0.48, -0.25, 0.17, 0.18, 0.20, 0.22, 0.67, -0.61, -0.61, 0.40, -0.29, 0.45, -0.28, -0.36, 0.31, -0.43, 0.33, -0.63, 0.69, -0.64, -0.44, -0.20, 0.20, -0.42, 0.20, 0.21, -0.42, -0.39, -0.41, -0.22, 0.19, 0.23, 0.21, 0.22, 0.21, 0.18, 0.21, 0.23, 0.20, 0.25, 0.25, 0.22, 0.28, 0.23, 0.22, 0.20, 0.18],
  "homo_ev": -8.26,
  "gap_ev": 8.74,
  "smiles": "COc1ccc(C(=O)NCc2nnc(SCC(=O)N3CCCCCC3)o2)cc1OC"
}

=====

Q: Which formula does entry 3 have?
A: C20H26N4O5S